Here is a single C4H9NO molecule from the OMol25 dataset. Energies are from the ωB97M-V functional and the def2-TZVPD basis.

```
15
C4H9NO | the OMol25 dataset | the ωB97M-V functional and the def2-TZVPD basis
H 2.250 -0.778 0.156
C 1.753 -1.512 -0.482
H 1.995 -1.290 -1.526
O 0.351 -1.490 -0.263
C -0.220 -0.282 -0.051
H -2.137 0.417 0.705
H -1.116 2.237 -0.424
H -1.598 -1.185 1.270
C -1.634 -0.506 0.414
H 0.529 2.860 -0.240
H -2.214 -1.006 -0.368
N 0.443 0.784 -0.209
C -0.156 2.071 0.085
H -0.318 2.206 1.163
H 2.071 -2.526 -0.231
```

The net charge is 0. The calculation puts the HOMO energy at -9.50 eV. Its SMILES is C/N=C(\C)OC. The HOMO-LUMO gap is 10.550 eV.

Atom charges from the natural (NBO) analysis, given in e for atoms 1 to 2:
1 H 0.200
2 C -0.258